134
Properties=species:S:1:pos:R:3:mulliken_spin:R:1 method="wB97M-V/def2-TZVPD" charge=+1 multiplicity=2 e_tot_ev=-195172.733 max_force_ev_per_a=7.77 orbital_gap_ev="7.81 / 7.22" homo_energy_ev="-10.27 / -10.27" relative_energy_ev=2.653
Cu -2.80 -7.13 10.38 0.86
Br -2.00 -4.90 9.31 0.03
C -3.36 -9.10 15.18 0.00
O -3.37 -8.24 14.29 0.00
N -2.35 -9.66 15.81 0.00
N -4.43 -9.68 15.73 0.00
H -2.41 -10.38 16.51 0.00
H -1.49 -9.19 15.58 0.00
H -5.35 -9.38 15.46 0.00
H -4.19 -10.36 16.44 0.00
C -0.26 -1.74 11.63 0.00
O 0.63 -1.11 12.18 0.00
N -1.40 -2.10 12.18 0.00
N -0.06 -2.08 10.38 0.00
H -2.10 -2.61 11.66 0.00
H -1.57 -1.65 13.07 0.00
H -0.68 -2.74 9.93 0.00
H 0.84 -1.95 9.94 0.00
C -5.48 -5.09 7.25 0.00
O -5.73 -6.08 7.99 0.00
N -4.46 -4.34 7.16 0.00
N -6.40 -4.78 6.34 0.00
H -4.34 -3.99 6.22 0.00
H -3.80 -4.13 7.89 0.00
H -7.20 -5.38 6.23 0.00
H -6.30 -4.07 5.63 0.00
C -6.74 -8.78 5.44 0.00
O -6.42 -7.75 4.92 0.00
N -7.16 -9.85 4.84 0.00
N -6.54 -8.98 6.71 0.00
H -7.21 -10.68 5.41 0.00
H -7.56 -9.72 3.92 0.00
H -6.68 -9.93 7.04 0.00
H -6.04 -8.33 7.30 0.00
C 0.34 -8.37 10.29 0.00
O -0.81 -7.99 10.18 -0.01
N 1.34 -7.63 9.91 0.00
N 0.76 -9.52 10.60 0.00
H 1.29 -6.63 9.73 0.00
H 2.24 -8.04 9.69 0.00
H 1.74 -9.64 10.79 0.00
H 0.23 -10.38 10.68 0.00
C -3.12 -8.59 7.54 0.00
O -3.50 -7.98 8.51 0.02
N -3.62 -8.48 6.35 0.00
N -2.14 -9.50 7.63 0.00
H -4.10 -7.65 6.02 0.00
H -3.20 -9.01 5.60 0.00
H -1.55 -9.70 8.42 0.00
H -2.09 -10.14 6.84 0.00
C -2.84 -10.36 11.69 0.00
O -3.05 -9.16 11.34 0.01
N -3.53 -11.31 11.19 0.00
N -2.07 -10.67 12.68 0.00
H -3.68 -12.19 11.67 0.00
H -4.21 -11.21 10.46 0.00
H -1.91 -11.65 12.84 0.00
H -1.59 -9.88 13.09 0.00
C -5.77 -7.11 11.74 0.00
O -4.74 -6.70 11.21 -0.01
N -5.86 -7.71 12.82 0.00
N -6.90 -7.05 11.10 0.00
H -5.05 -7.78 13.42 0.00
H -6.66 -8.31 12.97 0.00
H -7.76 -7.33 11.54 0.00
H -6.88 -6.61 10.19 0.00
C 0.79 -5.28 6.41 0.00
C 1.93 -5.45 7.42 0.00
C 3.39 -5.63 6.92 0.00
O 3.49 -6.70 5.90 0.00
C 4.78 -6.64 5.33 0.00
N 1.77 -4.42 8.38 0.00
H 0.60 -6.21 5.87 0.00
H 0.99 -4.62 5.57 0.00
H -0.18 -5.14 6.89 0.00
H 1.65 -6.42 7.83 0.00
H 4.11 -5.91 7.69 0.00
H 3.71 -4.68 6.49 0.00
H 4.89 -7.32 4.49 0.00
H 5.57 -6.85 6.05 0.00
H 4.98 -5.68 4.83 0.00
H 0.79 -4.30 8.62 0.00
H 2.08 -3.53 8.04 0.00
C -6.96 -10.33 10.38 0.00
C -7.81 -11.00 11.47 0.00
C -8.75 -10.04 12.24 0.00
O -8.04 -9.21 13.19 0.00
C -7.79 -9.71 14.52 0.00
N -8.67 -12.02 10.83 0.00
H -7.56 -9.86 9.61 0.00
H -6.32 -11.06 9.88 0.00
H -6.13 -9.84 10.89 0.00
H -7.19 -11.48 12.23 0.00
H -9.55 -10.66 12.66 0.00
H -9.19 -9.40 11.47 0.00
H -7.42 -10.73 14.50 0.00
H -8.75 -9.67 15.04 0.00
H -7.14 -9.17 15.21 0.00
H -9.45 -12.27 11.42 0.00
H -8.10 -12.86 10.89 0.00
C -3.15 -4.97 13.70 0.00
C -1.82 -5.46 13.10 0.00
C -0.77 -5.50 14.23 0.01
O 0.59 -5.85 13.76 0.00
C 1.17 -4.94 12.79 0.00
N -2.01 -6.80 12.48 0.13
H -3.97 -4.82 13.00 0.00
H -2.96 -4.03 14.20 0.00
H -3.59 -5.63 14.44 0.00
H -1.44 -4.75 12.37 0.00
H -1.13 -6.24 14.95 0.00
H -0.65 -4.52 14.70 0.00
H 2.23 -5.08 13.04 0.00
H 0.95 -3.90 13.04 0.00
H 0.93 -5.10 11.74 0.00
H -1.22 -7.38 12.72 0.00
H -2.69 -7.17 13.14 -0.03
C -6.21 -3.09 10.51 0.00
C -5.55 -2.30 11.62 0.00
C -4.89 -1.08 11.04 0.00
O -4.11 -0.45 12.04 0.00
C -3.47 0.72 11.68 0.00
N -6.57 -1.97 12.54 0.00
H -5.49 -3.17 9.70 0.00
H -7.07 -2.64 10.01 0.00
H -6.48 -4.12 10.73 0.00
H -4.75 -2.93 12.01 0.00
H -5.57 -0.27 10.77 0.00
H -4.26 -1.33 10.19 0.00
H -3.22 0.92 10.64 0.00
H -2.52 0.82 12.21 0.00
H -4.13 1.53 11.98 0.00
H -7.30 -1.55 12.00 0.00
H -6.89 -2.88 12.83 0.00